{"formula": "C17H28BF4N4O15", "method": "ωB97M-V with the def2-TZVPD basis set", "e_above_lowest_ev": 0.0000, "charge": 1, "lumo_energy_ev": -3.0, "homo_ev": -13.28, "total_energy_ha": -2436.41738, "species": ["C", "N", "C", "N", "O", "C", "C", "C", "O", "N", "B", "N", "O", "H", "H", "H", "H", "H", "H", "H", "H", "H", "H", "H", "H", "H", "H", "H", "H", "C", "C", "O", "C", "O", "O", "F", "H", "H", "H", "C", "C", "O", "C", "O", "O", "F", "H", "H", "H", "C", "C", "O", "C", "O", "O", "F", "H", "H", "H", "C", "C", "O", "C", "O", "O", "F", "H", "H", "H"], "coordinates": [[3.037, 2.291, 1.854], [2.687, 0.884, 2.001], [1.511, 0.354, 2.067], [0.408, 1.235, 2.042], [-0.119, 1.207, 0.720], [-1.160, 0.231, 0.554], [-2.443, 0.595, 1.306], [-3.643, 0.680, 0.373], [-2.591, -0.420, 2.304], [1.376, -1.002, 2.117], [1.919, -1.917, 1.086], [1.085, -3.048, 0.765], [3.111, -1.558, 0.496], [3.609, 2.589, 2.727], [2.147, 2.899, 1.750], [3.663, 2.402, 0.975], [3.480, 0.252, 2.015], [-0.313, 1.010, 2.725], [-1.308, 0.167, -0.523], [-0.831, -0.747, 0.903], [-2.272, 1.557, 1.807], [-3.736, 1.681, -0.045], [-4.555, 0.434, 0.916], [-3.531, -0.049, -0.429], [-3.491, -0.400, 2.647], [0.446, -1.285, 2.409], [1.641, -3.864, 0.525], [0.468, -2.897, -0.030], [3.941, -1.766, 0.937], [6.539, -0.591, -0.693], [7.678, 0.411, -0.603], [7.179, 1.347, 0.348], [6.270, 0.738, 1.125], [5.816, 1.185, 2.131], [5.932, -0.471, 0.606], [7.896, 1.041, -1.768], [5.824, -0.275, -1.454], [6.854, -1.615, -0.863], [8.620, 0.007, -0.229], [-2.630, -3.316, -3.637], [-2.567, -2.670, -2.266], [-3.353, -1.517, -2.436], [-4.261, -1.760, -3.440], [-5.203, -1.085, -3.660], [-3.902, -2.876, -4.109], [-1.298, -2.290, -1.916], [-1.841, -2.917, -4.277], [-2.597, -4.401, -3.623], [-2.978, -3.274, -1.454], [1.694, 4.504, -1.636], [2.896, 5.235, -1.063], [3.894, 4.984, -2.020], [3.293, 4.717, -3.222], [3.854, 4.655, -4.257], [1.960, 4.538, -3.034], [3.295, 4.711, 0.131], [1.690, 3.467, -1.291], [0.739, 4.975, -1.423], [2.763, 6.311, -0.939], [-7.461, -2.833, 2.131], [-6.968, -1.573, 1.442], [-5.891, -2.054, 0.669], [-6.088, -3.382, 0.422], [-5.461, -4.008, -0.363], [-7.087, -3.850, 1.196], [-6.494, -0.648, 2.321], [-6.919, -2.984, 3.066], [-8.532, -2.863, 2.304], [-7.695, -1.089, 0.789]]}

{"formula": "C3H14N2O2", "method": "ωB97M-V with the def2-TZVPD basis set", "e_above_lowest_ev": 1.4505, "smiles": "CCNCN.O.O", "lumo_energy_ev": 0.6, "homo_ev": -8.71, "total_energy_ha": -382.64646, "species": ["C", "C", "N", "C", "N", "H", "H", "H", "H", "H", "H", "H", "H", "H", "H", "O", "H", "H", "O", "H", "H"], "coordinates": [[1.027, 0.707, 0.208], [0.077, -0.181, 0.996], [-1.071, 0.433, 1.728], [-1.473, 1.759, 1.279], [-1.950, 1.765, -0.096], [0.908, 0.724, -0.891], [2.049, 0.312, 0.330], [1.113, 1.733, 0.568], [-0.441, -0.910, 0.334], [0.772, -0.720, 1.664], [-0.772, 0.474, 2.699], [-0.658, 2.469, 1.436], [-2.346, 2.087, 1.948], [-1.269, 1.490, -0.793], [-2.749, 1.134, -0.111], [-0.687, -3.604, -1.672], [-1.611, -3.440, -1.869], [-0.164, -3.095, -2.295], [2.778, -1.167, -1.929], [3.108, -0.320, -2.190], [3.360, -1.650, -1.343]]}

{"formula": "C18H35ClN2O9P2", "method": "ωB97M-V with the def2-TZVPD basis set", "smiles": "N#CC[C@H](C#N)CC(=O)Cl.CCOP(=O)(OCC)OCC.CCOP(=O)(OCC)OCC", "lumo_energy_ev": -2.3, "homo_ev": -9.78, "total_energy_ha": -2636.09795, "species": ["N", "C", "C", "C", "C", "N", "C", "C", "O", "Cl", "H", "H", "H", "H", "H", "C", "C", "O", "P", "O", "O", "C", "C", "O", "C", "C", "H", "H", "H", "H", "H", "H", "H", "H", "H", "H", "H", "H", "H", "H", "H", "C", "C", "O", "P", "O", "O", "C", "C", "O", "C", "C", "H", "H", "H", "H", "H", "H", "H", "H", "H", "H", "H", "H", "H", "H", "H"], "coordinates": [[0.582, -0.920, 1.750], [0.222, 0.136, 1.051], [-0.240, 1.608, 0.467], [-1.569, 2.234, 1.217], [-0.976, 3.063, 2.543], [-0.425, 3.685, 3.559], [-2.622, 1.116, 1.787], [-4.163, 1.677, 1.458], [-4.540, 2.813, 2.050], [-5.366, 0.773, 0.357], [-0.338, 1.535, -0.705], [0.640, 2.387, 0.674], [-2.130, 2.998, 0.493], [-2.506, 1.056, 2.973], [-2.560, 0.064, 1.270], [-5.031, 4.993, -2.357], [-5.176, 3.490, -2.481], [-5.175, 3.094, -3.839], [-3.720, 3.015, -4.625], [-3.318, 1.651, -4.015], [-4.309, 2.358, -6.040], [-3.681, 1.212, -6.599], [-4.469, -0.042, -6.257], [-4.169, 4.540, -5.308], [-3.159, 5.204, -6.051], [-3.032, 4.643, -7.458], [-4.037, 5.315, -2.688], [-5.166, 5.312, -1.320], [-5.762, 5.510, -2.986], [-4.384, 2.972, -1.932], [-6.135, 3.180, -2.053], [-2.639, 1.136, -6.274], [-3.666, 1.341, -7.686], [-4.636, -0.139, -5.178], [-3.946, -0.935, -6.609], [-5.458, -0.007, -6.724], [-2.206, 5.149, -5.519], [-3.448, 6.259, -6.110], [-2.524, 3.678, -7.441], [-2.447, 5.315, -8.089], [-4.017, 4.490, -7.912], [1.861, -3.766, 3.086], [2.183, -4.354, 4.445], [3.517, -4.821, 4.489], [4.726, -3.706, 4.688], [4.511, -3.557, 6.214], [5.970, -4.806, 4.837], [6.882, -4.695, 5.921], [6.523, -5.684, 7.018], [4.965, -3.874, 2.983], [5.868, -2.951, 2.394], [7.315, -3.361, 2.610], [2.431, -2.846, 2.917], [0.796, -3.529, 3.007], [2.130, -4.463, 2.285], [2.008, -3.623, 5.240], [1.531, -5.213, 4.634], [6.922, -3.669, 6.299], [7.880, -4.931, 5.538], [5.480, -5.581, 7.336], [7.168, -5.543, 7.891], [6.640, -6.710, 6.657], [5.683, -1.947, 2.783], [5.655, -2.938, 1.320], [7.622, -3.158, 3.636], [7.978, -2.800, 1.948], [7.452, -4.433, 2.429]]}

{"formula": "C12H29ClCrIN2P2Se", "method": "ωB97M-V with the def2-TZVPD basis set", "multiplicity": 4, "e_above_lowest_ev": 0.0000, "charge": 2, "lumo_energy_ev": [-7.8, -7.3], "s_squared": 3.87, "homo_ev": [-14.21, -14.30], "total_energy_ha": -5470.16567, "species": ["C", "I", "H", "H", "H", "Cr", "P", "C", "C", "H", "H", "H", "H", "H", "H", "C", "H", "H", "H", "P", "C", "C", "H", "H", "H", "C", "H", "H", "H", "H", "H", "H", "Cl", "C", "N", "C", "C", "N", "C", "C", "Se", "H", "H", "H", "H", "H", "H", "H", "H"], "coordinates": [[-1.530, 2.060, -4.093], [-0.460, 1.023, -2.323], [-2.262, 2.770, -3.699], [-1.997, 1.236, -4.653], [-0.743, 2.551, -4.678], [-0.274, 0.335, 0.194], [-2.200, -1.250, -0.078], [-1.902, -2.578, -1.295], [-2.872, -2.104, 1.383], [-3.763, -2.697, 1.114], [-4.488, -1.007, -0.802], [-3.138, -1.338, 2.125], [-3.835, 0.504, -0.078], [-1.054, -3.189, -0.959], [-2.086, -2.753, 1.794], [-3.617, -0.336, -0.751], [-2.792, -3.220, -1.386], [-3.380, 0.060, -1.749], [-1.657, -2.136, -2.269], [1.798, 1.630, 0.272], [3.116, 0.974, -0.802], [1.470, 3.294, -0.357], [1.802, 2.144, 2.598], [3.328, 2.691, 1.808], [3.073, 0.950, 2.199], [2.588, 1.881, 1.881], [0.637, 3.721, 0.214], [2.369, 3.909, -0.221], [4.020, 1.591, -0.722], [2.775, 0.952, -1.840], [1.185, 3.251, -1.415], [3.349, -0.047, -0.486], [-1.501, 1.785, 1.356], [1.798, -3.245, 0.077], [2.534, -2.800, 1.250], [3.763, -3.320, 1.636], [4.087, -2.752, 2.823], [3.059, -1.888, 3.159], [3.010, -1.150, 4.408], [2.109, -1.875, 2.168], [0.530, -0.846, 2.239], [2.385, -3.049, -0.832], [0.846, -2.704, 0.021], [1.597, -4.324, 0.151], [4.294, -4.046, 1.042], [4.945, -2.881, 3.462], [3.099, -1.844, 5.253], [3.813, -0.401, 4.447], [2.050, -0.630, 4.492]]}

{"formula": "C38H40Cl2GeN4OPt", "method": "ωB97M-V with the def2-TZVPD basis set", "multiplicity": 3, "charge": -2, "lumo_energy_ev": [1.4, 0.9], "s_squared": 2.46, "homo_ev": [-1.25, -1.72], "total_energy_ha": -4881.30262, "species": ["Pt", "N", "C", "C", "N", "C", "C", "N", "C", "C", "N", "H", "H", "H", "H", "H", "H", "C", "C", "C", "C", "C", "C", "C", "C", "C", "C", "C", "C", "O", "H", "H", "H", "H", "H", "H", "H", "H", "H", "H", "H", "H", "H", "H", "H", "H", "H", "C", "Ge", "C", "C", "C", "C", "C", "C", "C", "C", "C", "C", "C", "C", "C", "C", "C", "C", "C", "C", "H", "H", "H", "H", "H", "H", "H", "H", "H", "H", "H", "H", "H", "H", "H", "Cl", "C", "Cl", "H", "H"], "coordinates": [[-1.675, -2.607, 3.989], [-4.360, 5.833, -2.785], [-3.329, 5.231, -2.866], [-1.875, 0.883, 5.909], [-1.048, 1.706, 5.294], [-3.011, 3.419, -0.679], [-5.715, 0.486, -4.367], [-4.949, 1.557, -4.973], [-4.852, 2.573, -5.843], [-5.849, 3.664, -5.963], [-7.073, 3.973, -5.398], [-10.315, -7.816, -5.380], [2.315, 1.100, -3.005], [-1.938, 2.970, -0.772], [-4.415, 2.243, -6.673], [-6.198, 4.476, -6.510], [-6.438, 0.581, -5.265], [0.328, 2.630, -0.566], [1.397, 3.459, -1.273], [2.826, 3.542, -0.624], [0.996, 2.859, -2.774], [-0.149, 3.391, -3.288], [-0.915, 2.814, -4.296], [-0.342, 1.663, -5.062], [0.838, 1.025, -4.535], [1.391, -0.158, -5.075], [2.186, -1.114, -4.515], [-9.556, -0.576, -5.174], [1.566, 1.719, -3.449], [-9.847, -1.658, -5.174], [-0.331, 3.101, 0.154], [0.541, 1.476, -0.038], [-0.312, 2.096, -1.208], [1.302, 4.540, -1.283], [3.567, 2.957, -0.988], [2.969, 3.055, 0.443], [3.147, 4.559, -0.554], [-0.463, 4.323, -2.933], [-1.651, 3.621, -4.581], [-1.100, 1.033, -5.434], [1.077, 0.087, -6.204], [2.419, -0.850, -3.411], [2.461, -2.036, -4.962], [-5.645, 1.826, 1.926], [1.131, -1.998, -0.135], [4.488, -0.177, 2.862], [-6.845, 4.998, -5.248], [0.491, -2.092, 0.850], [2.127, -1.732, 2.359], [2.316, -0.013, 3.344], [3.695, 0.157, 3.573], [3.944, 1.506, 3.842], [3.275, 2.454, 4.471], [1.923, 1.917, 4.803], [1.516, 0.761, 4.185], [1.286, -3.244, 3.377], [-0.006, -3.919, 3.200], [-0.196, -5.197, 3.871], [0.685, -5.734, 4.710], [1.837, -5.004, 5.013], [2.076, -3.650, 4.375], [3.741, -2.391, 1.623], [3.610, -3.791, 1.274], [4.572, -4.379, 0.540], [5.681, -3.635, 0.171], [5.761, -2.304, 0.344], [4.779, -1.621, 1.068], [-1.016, -0.133, 6.497], [5.040, 1.700, 3.579], [3.796, 3.413, 4.730], [1.094, 2.026, 5.539], [0.654, 0.367, 4.308], [-0.299, -3.620, 2.229], [-1.115, -5.281, 3.635], [0.638, -6.852, 5.451], [2.697, -4.994, 5.459], [3.127, -3.220, 4.603], [2.729, -4.251, 1.699], [4.646, -5.400, 0.239], [6.553, -4.190, -0.254], [6.716, -1.805, 0.023], [4.715, -0.578, 1.114], [-4.835, 0.828, 1.892], [-0.107, -1.221, 1.698], [-3.454, -3.875, 4.545], [-5.737, -1.925, 4.709], [-5.703, -1.549, 3.997]]}

{"formula": "C3H4N2", "method": "ωB97M-V with the def2-TZVPD basis set", "e_above_lowest_ev": 5.2150, "lumo_energy_ev": -0.1, "homo_ev": -7.55, "total_energy_ha": -226.03354, "species": ["C", "C", "C", "N", "N", "H", "H", "H", "H"], "coordinates": [[0.535, 0.887, -0.091], [1.652, 0.140, -0.028], [-1.530, -0.499, -0.059], [-0.264, -0.321, -0.107], [0.867, -1.095, -0.103], [0.013, 1.782, -0.306], [2.692, 0.272, 0.389], [-1.849, -1.466, 0.171], [-2.115, 0.299, 0.134]]}